Entry from the OMol25 dataset: a 7-piece molecular cluster, C44H91BBrF6N3O21PS6 overall (wB97M-V/def2-TZVPD).

The frontier orbital gap comes out at 8.0904 eV. The total energy comes out at -255890.67120 eV. Its total charge is +1.

XYZ file:
```
174
C44H91BBrF6N3O21PS6 (wB97M-V/def2-TZVPD)
C -1.39302 -4.28324 -2.65547
C -1.90929 -2.91273 -3.16538
B -0.85044 -1.75988 -3.06641
O 0.19889 -1.69387 -3.92417
N -0.91191 -0.59366 -2.06916
C -0.88785 0.75407 -2.72489
C -1.70544 0.78408 -4.01762
C -0.92069 0.62463 -5.33468
C -1.41020 -0.53248 -6.20612
C -0.31262 -1.18409 -7.05724
C -0.54888 -2.68714 -7.29634
C 0.59621 -3.58180 -6.77247
C 0.10981 -4.78501 -5.95571
C -0.06869 -6.07992 -6.75685
O -1.14831 -6.85244 -6.26694
C -2.41855 -6.41888 -6.70163
C -0.15661 -0.71959 -0.95814
N 1.08393 -0.07180 -0.87634
P 1.25965 1.51119 -0.25624
O -0.05040 2.17851 -0.14271
C 2.14634 -0.65700 -1.71140
C 3.51746 -0.46800 -1.10651
F 1.84363 -2.00109 -1.82850
N -0.57207 -1.53441 0.00830
C -1.90622 -2.14900 -0.04989
C -2.85346 -1.68636 1.04954
C -3.97965 -2.69096 1.25541
Br -3.58463 0.03326 0.53396
C 0.27057 -1.93649 1.16526
F -0.35879 -3.02560 1.67980
F 1.44285 -2.40162 0.67293
C 0.48942 -0.92662 2.25590
C -0.37612 0.15492 2.46685
C -0.11081 1.06226 3.50207
C 0.99992 0.88102 4.32772
C 1.83833 -0.22043 4.13292
C 3.03445 -0.43356 5.01604
F 3.29504 -1.74554 5.17659
F 4.14385 0.11508 4.47374
F 2.86585 0.11017 6.22869
C 1.58903 -1.13063 3.09934
H -0.31530 -4.29083 -2.48769
H -1.60355 -5.06560 -3.37954
H -1.88566 -4.55920 -1.72787
H -2.15326 -2.97421 -4.22770
H -2.82980 -2.62660 -2.66141
H 0.63128 -2.53998 -4.08304
H 0.12199 1.11649 -2.92930
H -1.32091 1.43613 -1.99923
H -2.16184 1.77328 -4.04287
H -2.54490 0.08602 -3.96669
H -1.03791 1.55276 -5.88662
H 0.13724 0.47724 -5.12356
H -1.85293 -1.30604 -5.57665
H -2.21030 -0.18394 -6.86027
H -0.24484 -0.66815 -8.01399
H 0.63815 -1.05228 -6.54155
H -1.48013 -2.99194 -6.81622
H -0.68654 -2.86069 -8.36270
H 1.24472 -2.97450 -6.14251
H 1.18751 -3.95012 -7.60983
H 0.84759 -4.99212 -5.17602
H -0.82802 -4.57042 -5.44072
H 0.80828 -6.70759 -6.60943
H -0.18179 -5.88831 -7.82746
H -2.34887 -5.82440 -7.61440
H -2.91530 -5.80828 -5.94066
H -3.03641 -7.29381 -6.88617
H 1.97816 1.40824 0.93492
H 2.14791 2.04664 -1.18693
H 2.10717 -0.23631 -2.71881
H 4.00929 0.41390 -1.50562
H 3.47731 -0.43304 -0.01930
H 4.11754 -1.33456 -1.37678
H -2.34135 -1.88548 -1.00089
H -1.80626 -3.23007 -0.03878
H -2.33032 -1.57301 1.99389
H -4.51287 -2.47188 2.17453
H -4.68713 -2.65551 0.42963
H -3.57613 -3.70215 1.30532
H -1.22444 0.32999 1.82414
H -0.75774 1.91805 3.62035
H 1.18723 1.61154 5.10135
H 2.25200 -1.97262 2.96768
O 3.55086 -7.47479 -5.51016
S 4.30245 -8.57803 -4.98535
O 4.42508 -9.77648 -5.75230
O 3.74641 -8.91833 -3.53973
C 2.32324 -9.16293 -3.40912
C 1.90953 -10.52798 -3.91479
C 5.89929 -8.03365 -4.49311
H 1.77921 -8.36325 -3.91456
H 2.13752 -9.07171 -2.34105
H 2.03550 -10.61098 -4.99264
H 0.85948 -10.69782 -3.67669
H 2.50944 -11.30708 -3.44582
H 5.79703 -7.13348 -3.89453
H 6.45222 -7.82888 -5.40697
H 6.37886 -8.82985 -3.93090
O 1.55625 5.80918 2.11916
S 2.84788 5.37378 1.68909
O 2.96275 4.09810 1.03219
O 3.85233 5.43382 2.90515
C 3.45483 4.75998 4.13428
C 3.58051 3.25839 4.02320
C 3.61240 6.60127 0.69272
H 2.43971 5.04421 4.40266
H 4.12462 5.14637 4.89908
H 2.85568 2.87176 3.30675
H 3.38645 2.80155 4.99338
H 4.57431 2.96220 3.68817
H 3.53686 7.55736 1.20164
H 3.06963 6.62379 -0.24967
H 4.64929 6.32190 0.52762
O -2.30154 3.41224 -6.34612
S -3.13467 4.52022 -5.96929
O -4.44961 4.61396 -6.51733
O -2.33625 5.85963 -6.22995
C -1.77056 6.06319 -7.55252
C -2.80793 6.45561 -8.58149
C -3.22401 4.64944 -4.21722
H -1.22705 5.16399 -7.84423
H -1.04460 6.85958 -7.40756
H -3.50602 5.64389 -8.77758
H -2.30871 6.71377 -9.51522
H -3.38168 7.31569 -8.23831
H -2.22052 4.59576 -3.80349
H -3.83238 3.81573 -3.87261
H -3.70235 5.59165 -3.96562
O 3.94601 -7.26314 2.57129
S 2.69820 -7.92883 2.35301
O 2.47950 -8.62546 1.12358
O 1.52618 -6.86887 2.56980
C 1.63260 -5.63075 1.83617
C 1.28518 -5.79824 0.36833
C 2.31576 -8.98055 3.70538
H 2.63615 -5.22230 1.97023
H 0.93047 -4.96285 2.32605
H 2.01346 -6.42444 -0.14314
H 1.26608 -4.82482 -0.12295
H 0.30854 -6.27218 0.26253
H 2.46134 -8.43095 4.63060
H 3.00227 -9.82198 3.64535
H 1.28942 -9.32119 3.60236
O 1.03887 5.25229 6.23929
S 1.28403 6.31773 7.17229
O 2.19786 6.10179 8.24962
O -0.10008 6.83579 7.72325
C -1.01381 5.86142 8.29456
C -0.59969 5.41718 9.68168
C 1.74571 7.77327 6.30110
H -1.11179 5.01357 7.61594
H -1.97374 6.36796 8.34031
H 0.32721 4.84562 9.66428
H -1.38399 4.79074 10.10637
H -0.44952 6.28091 10.32809
H 1.04347 7.93457 5.48791
H 2.74874 7.60379 5.91512
H 1.74596 8.60649 6.99808
O -4.26065 7.96168 8.04418
S -4.05524 9.00607 9.00532
O -3.18879 8.76777 10.11873
O -5.46170 9.51644 9.51968
C -6.39109 8.53003 10.03697
C -6.03306 8.05726 11.42937
C -3.56032 10.48121 8.18898
H -6.45567 7.70273 9.32942
H -7.34890 9.04459 10.03554
H -5.10425 7.48963 11.43399
H -6.83019 7.41803 11.80884
H -5.91021 8.90530 12.10202
H -4.23163 10.66402 7.35514
H -2.54454 10.31507 7.83755
H -3.58527 11.29881 8.90379
```